(1)
C10H16 | ωB97M-V/def2-TZVPD

Cartesian coordinates (Å):
C -0.58981 1.58991 2.97774
C 0.83396 1.58315 2.34276
H -0.80310 1.00436 3.82779
H -0.76550 2.57126 3.22080
H -1.36146 0.99456 2.41311
H 0.64969 1.47766 1.24301
H 1.23310 0.54488 2.50778
H 1.32086 2.43962 2.50676
C 1.10787 -1.72251 -0.85323
C 0.72187 -3.10080 -0.25095
C 0.04723 -0.77901 -1.13897
C -1.17415 -0.54089 -0.54452
C 0.65329 0.24666 -2.09182
C -1.86719 0.64593 -1.01521
C -0.03883 1.41032 -2.48645
C -1.34570 1.54162 -1.90876
H 1.83579 -1.43452 -0.10806
H 1.61709 -1.98300 -1.84461
H -0.29234 -3.24264 0.23144
H -1.70306 -1.15259 0.04968
H 1.79729 0.10368 -2.30775
H -2.83267 0.79968 -0.44049
H 0.49101 2.03464 -3.13645
H -1.91246 2.44791 -2.31217
H 1.59823 -3.60108 0.18659
H 0.77897 -3.87879 -1.06802

Force components x, y, z for each atom (eV/Å):
C 0.28 -2.38 -1.61
C -3.88 -5.77 -2.07
H 1.11 -0.48 1.97
H -1.52 2.26 0.23
H 0.55 1.58 -0.70
H 0.22 0.63 0.57
H 0.75 1.46 0.48
H 2.48 2.68 1.07
C 0.76 -4.01 0.00
C -0.29 -2.23 -1.89
C 1.55 3.73 -1.74
C 1.58 3.55 -4.22
C -0.35 -0.13 1.35
C -0.67 -1.00 1.96
C -0.20 -4.00 2.51
C 0.01 2.09 -1.86
H 0.32 1.25 -0.26
H -0.31 0.59 1.56
H 1.54 0.35 -0.09
H -1.29 -2.26 2.32
H -2.51 0.23 0.05
H 1.02 0.22 -1.33
H 0.03 1.37 -0.84
H 0.43 -1.39 1.10
H -0.45 0.81 1.42
H -1.15 0.86 0.03

Computed properties:
* LUMO level: 0.92 eV
* orbital gap: 0.35595 hartree

Here are the Löwdin charges for atoms 1 to 4, given in e: atom 1 (C): -0.1538, atom 2 (C): -0.1241, atom 3 (H): 0.0339, atom 4 (H): 0.0267


(2)
C17H20Cl3NO3S2Zr | ωB97M-V/def2-TZVPD

Cartesian coordinates (Å):
C -0.88322 1.33322 -2.95151
C -1.72583 0.18451 -2.79647
C -0.88692 -0.95535 -2.56775
C -3.19447 0.14358 -3.04535
C 0.48246 -0.50609 -2.56703
C 0.48458 0.90733 -2.80258
C 1.69523 1.72817 -3.08274
C -1.35848 2.66628 -3.41106
C -1.36549 -2.36408 -2.57398
C 1.68518 -1.38424 -2.58458
Zr -0.61524 0.56188 -0.51593
Cl -2.90187 0.62846 0.17514
Cl -0.03983 2.91666 -0.42673
Cl 0.04046 -1.60189 0.40153
H -3.66141 1.09305 -2.76082
H -3.66472 -0.65353 -2.45894
H -3.41702 -0.03999 -4.10659
H -2.24505 -2.47118 -1.92658
H -0.59340 -3.04831 -2.20945
H -1.65753 -2.67742 -3.58816
H 1.56876 -2.22333 -1.89165
H 2.57517 -0.82347 -2.28165
H 1.86404 -1.79029 -3.59209
H 2.56117 1.32542 -2.54568
H 1.56881 2.76410 -2.75241
H 1.93125 1.72620 -4.15847
H -2.24569 2.97042 -2.84153
H -1.63591 2.63917 -4.47566
H -0.58845 3.43032 -3.26818
O 2.49971 4.67462 -0.63737
H 3.41000 4.76265 -0.26460
O 3.73399 -0.30918 4.72796
S 2.85665 -1.09395 3.89064
O 3.30281 -2.39581 3.43922
N 2.18383 -0.19991 2.66728
C 0.90300 0.09860 2.84475
S 0.10001 1.33904 2.04175
C 0.28621 -0.61312 3.97688
C -1.02842 -0.61777 4.44819
C -1.31389 -1.22831 5.67625
C -0.27578 -1.82988 6.41362
C 1.03815 -1.85473 5.92666
C 1.28355 -1.26086 4.70239
H -1.80411 -0.14467 3.84295
H -2.33494 -1.22885 6.06649
H -0.49148 -2.27969 7.37931
H 1.87413 -2.29778 6.46455

Force components x, y, z for each atom (eV/Å):
C 0.34 -1.20 0.02
C 1.21 -0.08 -0.18
C 0.32 1.12 -0.28
C -0.28 0.03 0.17
C -1.14 0.56 -0.46
C -0.98 -0.67 -0.39
C 0.24 0.28 0.29
C -0.09 0.41 0.23
C -0.15 -0.29 0.31
C 0.25 -0.18 0.32
Zr 0.75 1.10 0.04
Cl -0.57 -0.11 -0.06
Cl -0.39 -0.18 -0.39
Cl 0.09 -0.46 0.12
H 0.01 -0.21 -0.03
H 0.01 0.18 -0.08
H 0.10 0.03 0.11
H 0.15 -0.11 -0.09
H -0.15 0.10 -0.01
H 0.08 0.08 0.14
H 0.05 0.10 -0.08
H -0.10 -0.16 -0.05
H -0.06 0.12 0.15
H -0.09 0.23 -0.11
H 0.16 -0.09 0.09
H -0.10 -0.07 0.17
H 0.18 0.07 -0.12
H 0.08 -0.06 0.14
H -0.17 -0.12 0.03
O 1.08 0.23 0.12
H -0.95 -0.10 -0.39
O -0.04 -0.25 -0.45
S -1.84 0.06 -0.58
O 0.14 0.63 0.16
N 0.09 0.50 -0.01
C 1.78 -0.54 -0.02
S -0.24 -0.08 -0.48
C 0.17 -0.62 1.32
C 0.06 0.02 -0.15
C 0.65 -0.15 -0.13
C -0.06 0.10 -0.17
C -0.29 0.07 -0.18
C -0.52 -0.28 0.89
H 0.23 -0.02 0.21
H 0.35 -0.01 -0.14
H -0.02 0.04 -0.10
H -0.31 -0.02 0.10

Computed properties:
* LUMO level: 4.46 eV
* orbital gap: 0.16336 hartree
* charge: -2

Here are the Löwdin charges for atoms 1 to 4, given in e: atom 1 (C): -0.3568, atom 2 (C): -0.3590, atom 3 (C): -0.3607, atom 4 (C): -0.0953


(3)
H3NP2 | ωB97M-V/def2-TZVPD

Cartesian coordinates (Å):
N 0.00372 -0.49544 -0.97611
P 1.21988 -1.35492 -0.73961
P -0.78764 -0.07815 1.42414
H 1.51458 -1.35948 -2.22985
H -1.55720 -0.91854 0.72901
H -1.51431 1.05652 0.71765

Force components x, y, z for each atom (eV/Å):
N -2.75 2.25 1.65
P 2.67 -1.51 -1.20
P 0.60 2.28 -2.08
H 0.13 -0.39 1.01
H -1.52 -1.47 -0.44
H 0.86 -1.16 1.06

Computed properties:
* LUMO level (alpha / beta): -1.03 / -1.02 eV
* orbital gap (alpha / beta): 0.27018 / 0.29579 hartree

Here are the Löwdin charges for atoms 1 to 4, given in e: atom 1 (N): -0.5600, atom 2 (P): 0.5225, atom 3 (P): 0.5933, atom 4 (H): -0.1236


(4)
C5H12NO | ωB97M-V/def2-TZVPD

Cartesian coordinates (Å):
C 1.69926 -1.56436 -0.15067
C 1.66801 -0.06511 -0.44580
C -1.10002 1.64259 1.11444
C 0.25897 0.63964 -0.81247
C -0.84983 0.53824 0.19104
N -1.74245 -0.36159 0.27011
O -1.79590 -1.50038 -0.39713
H 2.65555 -1.88556 0.34029
H 1.69454 -2.15614 -1.05565
H 2.37097 0.20141 -1.21677
H 1.96015 0.50524 0.38722
H -1.75010 -1.46198 -1.38366
H -1.50026 1.09748 1.99606
H -0.22983 2.14896 1.59674
H -1.92333 2.26911 0.80720
H 0.42880 1.73591 -0.78716
H -0.05210 0.22715 -1.79535
H 0.79562 -1.77560 0.43238
H -2.58806 -0.23501 0.90921

Force components x, y, z for each atom (eV/Å):
C 0.10 0.31 0.13
C -1.10 0.25 -0.32
C 0.03 -0.50 3.08
C 0.63 -0.96 -0.09
C 1.24 0.78 -0.90
N -1.97 0.30 0.63
O 0.01 -2.16 -1.10
H -1.06 0.57 0.01
H -0.38 -0.08 -0.36
H 0.02 0.17 -0.52
H 0.74 0.45 1.41
H -0.02 0.80 0.83
H -0.10 0.62 -0.04
H -0.50 -0.08 -1.26
H 0.19 0.64 -0.38
H 0.15 -0.73 -0.81
H -0.05 0.57 0.45
H 0.51 -0.59 0.20
H 1.55 -0.36 -0.96

Computed properties:
* LUMO level: -4.41 eV
* orbital gap: 0.40674 hartree
* charge: +1

Here are the Löwdin charges for atoms 1 to 4, given in e: atom 1 (C): -0.0822, atom 2 (C): -0.1922, atom 3 (C): 0.0113, atom 4 (C): -0.0638


(5)
C2HN2O3S | ωB97M-V/def2-TZVPD

Cartesian coordinates (Å):
C 1.14125 -0.33476 -0.50536
C 0.36977 1.64142 0.88492
N 1.21467 0.83410 0.05345
N 0.77149 2.20878 -0.26520
O -1.88495 -1.67373 1.28555
O 0.64975 -1.37375 0.00637
O -2.47617 -0.41157 -0.64297
S -1.58883 -0.50532 0.50249
H 1.80302 -0.38516 -1.31925

Force components x, y, z for each atom (eV/Å):
C 0.06 -1.33 1.29
C 0.66 2.07 -2.43
N -0.11 0.87 0.56
N -0.76 -1.12 2.76
O 0.16 0.02 0.63
O -0.17 0.49 -0.53
O 0.63 0.45 -0.05
S -1.17 -0.99 -0.33
H 0.71 -0.47 -1.91

Computed properties:
* LUMO level: 3.73 eV
* orbital gap: 0.29682 hartree
* charge: -1

Here are the Löwdin charges for atoms 1 to 4, given in e: atom 1 (C): -0.4478, atom 2 (C): -0.2163, atom 3 (N): -0.1959, atom 4 (N): -0.0010


(6)
C2H4N3 | ωB97M-V/def2-TZVPD

Cartesian coordinates (Å):
C 0.89509 -1.15728 -0.02852
C 0.26085 0.96024 -0.02033
N 1.67316 0.84460 0.02559
N 1.98666 -0.33794 -0.03266
N -0.18305 -0.49618 0.05212
H 0.71906 -2.25661 -0.01730
H -0.13190 1.56949 0.71063
H 0.01317 1.33064 -0.96206
H -1.13806 -0.88438 0.13496

Force components x, y, z for each atom (eV/Å):
C -2.56 -2.49 0.47
C -0.04 -2.65 0.22
N -0.72 1.00 -0.22
N 3.49 -1.50 -0.05
N -0.80 2.42 -0.07
H 1.52 0.71 -0.15
H -0.96 1.26 1.87
H -0.62 0.81 -1.87
H 0.69 0.45 -0.20

Computed properties:
* LUMO level: -6.78 eV
* orbital gap: 0.34209 hartree
* charge: +1

Here are the Löwdin charges for atoms 1 to 4, given in e: atom 1 (C): -0.0317, atom 2 (C): -0.0551, atom 3 (N): 0.1359, atom 4 (N): 0.0984


(7)
C4H7N3 | ωB97M-V/def2-TZVPD

Cartesian coordinates (Å):
C 2.02552 0.35662 -0.30201
N 1.06614 -0.69834 1.13258
C 0.39358 0.30521 0.36396
C -0.87904 -0.38847 0.03923
C -2.17464 0.20315 -0.41155
N -0.78687 -1.61839 0.43443
N 0.48390 -1.80323 0.95826
H 2.52626 -0.59647 -0.52808
H 2.64634 0.88900 0.44094
H 1.91829 0.96042 -1.18663
H 0.27109 1.35096 0.64197
H -2.93087 -0.58700 -0.42865
H -2.51194 1.00865 0.25816
H -2.04775 0.61790 -1.41260

Force components x, y, z for each atom (eV/Å):
C -0.56 0.65 -0.87
N -0.37 -1.21 1.70
C 1.22 -0.13 -0.17
C 0.54 -0.20 -0.37
C 0.21 -0.05 -0.17
N -0.19 0.50 -0.61
N 0.13 0.32 0.90
H -0.68 0.39 0.00
H -0.71 -0.28 -0.30
H 0.07 0.24 -0.51
H 0.23 -0.28 0.64
H 0.13 0.21 -0.04
H 0.19 -0.24 -0.18
H -0.21 0.08 -0.01

Computed properties:
* LUMO level: 0.30 eV
* orbital gap: 0.37018 hartree

Here are the Löwdin charges for atoms 1 to 4, given in e: atom 1 (C): -0.0039, atom 2 (N): -0.0673, atom 3 (C): -0.1929, atom 4 (C): -0.3300


(8)
C3H4ClI | ωB97M-V/def2-TZVPD

Cartesian coordinates (Å):
C -0.56345 0.75432 -1.18678
C -0.76292 -0.53205 -1.34746
C 0.59447 -0.28950 1.97265
Cl 0.39132 1.71715 -2.30676
I -0.24608 -1.85465 -2.81768
H -0.84618 1.09235 -0.23404
H -0.02870 -0.00958 1.02682
H 0.46575 -1.34895 2.20511
H 0.99579 0.47092 2.68815

Force components x, y, z for each atom (eV/Å):
C 0.64 -1.37 -1.05
C 0.28 -0.09 -1.12
C -1.42 0.62 -1.36
Cl -0.54 -0.11 0.61
I -0.22 0.21 0.43
H -0.33 1.51 0.77
H 1.65 -0.27 2.28
H 0.41 0.46 0.34
H -0.48 -0.97 -0.90

Computed properties:
* LUMO level (alpha / beta): 0.04 / -1.70 eV
* orbital gap (alpha / beta): 0.34536 / 0.26818 hartree

Here are the Löwdin charges for atoms 1 to 4, given in e: atom 1 (C): -0.7472, atom 2 (C): -0.6828, atom 3 (C): 0.0718, atom 4 (Cl): 0.5603


(9)
C25H61AsCrN6O5P2SSi3 | ωB97M-V/def2-TZVPD

Cartesian coordinates (Å):
Cr -1.32458 -0.34861 -0.69838
C 3.34889 -1.22188 3.94371
N 2.30124 -0.20702 3.98613
C 2.25412 0.55725 5.22554
P 0.90906 -0.49285 3.12729
O 1.16379 -1.08552 1.81430
O 0.25130 0.98483 3.16554
P -0.67153 1.74941 2.03645
O -1.20748 0.85714 0.99990
N -1.89817 2.43957 2.88099
C -3.14324 1.69955 3.04830
C -1.60780 3.42274 3.91434
N 0.29763 3.00444 1.57095
C -0.07074 3.49102 0.22762
C 1.73840 2.95047 1.83837
N -0.22657 -1.37753 3.98663
C -0.97585 -0.80916 5.09846
C 0.08995 -2.79190 4.16204
H 4.32606 -0.73560 3.96720
H 3.26890 -1.78377 3.01489
H 3.28425 -1.91344 4.79188
H 3.17745 1.13183 5.32699
H 2.15364 -0.08786 6.10623
H 1.41852 1.25268 5.20090
H -3.22855 0.96755 2.24701
H -3.98925 2.38523 2.97529
H -3.18737 1.19518 4.02082
H -0.66743 3.91745 3.68300
H -1.53924 2.95922 4.90556
H -2.40148 4.17141 3.93550
H -1.14547 3.66746 0.18600
H 0.17522 2.77500 -0.56034
H 0.44899 4.43077 0.04164
H 1.90713 2.81199 2.90523
H 2.16531 3.90759 1.54057
H 2.24670 2.14956 1.29384
H -1.13559 0.25397 4.93755
H -0.46663 -0.95033 6.05934
H -1.95065 -1.29970 5.15591
H 0.70173 -3.14089 3.32872
H -0.83442 -3.37447 4.18522
H 0.63474 -2.98135 5.09461
S -2.67090 1.40908 -1.78838
C -4.14083 0.90002 -1.03477
C -5.38481 1.31662 -1.55007
C -6.54847 0.88069 -0.96098
C -6.47759 0.06275 0.16682
C -5.22519 -0.28105 0.62514
N -4.07868 0.10154 0.05224
H -5.39427 1.96108 -2.41734
H -7.51046 1.16542 -1.36894
H -7.37101 -0.29503 0.65952
H -5.12296 -0.91197 1.50696
N -1.72138 -2.04434 0.76733
C -2.15999 -3.32625 0.19193
C -3.14049 -3.09830 -0.95435
C -2.43110 -2.63996 -2.23476
O -2.63412 -3.24355 -3.27675
O -1.61262 -1.64577 -2.11174
H -0.96954 -2.16883 1.43197
H -2.49689 -1.60208 1.25276
H -2.62800 -3.96537 0.94961
H -1.27424 -3.84874 -0.17412
H -3.85492 -2.32754 -0.66129
H -3.68864 -4.00940 -1.18472
C 1.84792 0.54556 -5.49049
Si 0.39697 0.58807 -4.26110
C -0.98852 -0.41888 -5.03469
C -0.08049 2.42205 -4.18149
As 0.98485 -0.08034 -2.03477
Si 3.11433 1.05201 -1.94591
C 3.90450 0.65121 -0.25795
C 4.56576 0.99870 -3.18701
C 2.73786 2.92236 -1.90409
Si 1.87189 -2.24713 -2.45750
C 3.08391 -2.31829 -3.92512
C 2.82973 -2.76457 -0.89340
C 0.64986 -3.64231 -2.81268
H 1.51346 0.95616 -6.44585
H 2.20981 -0.46678 -5.67262
H 2.69011 1.14724 -5.14361
H -1.35342 0.07473 -5.93906
H -1.82188 -0.52425 -4.34446
H -0.66099 -1.42554 -5.30198
H -0.40552 2.77285 -5.16346
H 0.76263 3.04253 -3.86823
H -0.90125 2.58430 -3.48520
H 4.54091 -0.23467 -0.31582
H 3.12451 0.45383 0.47981
H 4.52005 1.47879 0.10236
H 4.88356 -0.00613 -3.46722
H 5.42131 1.50633 -2.73742
H 4.30333 1.53348 -4.10083
H 1.82079 3.12403 -1.35133
H 2.60507 3.31755 -2.91352
H 3.55227 3.48042 -1.43678
H 3.63905 -1.38962 -4.05582
H 2.53472 -2.51492 -4.84807
H 3.80042 -3.13065 -3.78607
H 3.82656 -2.31835 -0.86295
H 2.94228 -3.84928 -0.83879
H 2.28033 -2.42698 -0.01153
H -0.16855 -3.31753 -3.45635
H 0.20529 -4.02948 -1.89384
H 1.16274 -4.46695 -3.31296

Force components x, y, z for each atom (eV/Å):
Cr -0.81 -0.20 0.73
C 0.02 0.06 -0.14
N -0.27 -0.07 -0.04
C 0.05 -0.03 -0.07
P -0.23 0.30 0.56
O 0.12 -0.17 -0.20
O -0.24 -0.10 -0.65
P 0.06 0.68 0.84
O 0.36 -0.43 -0.01
N 0.20 -0.22 -0.07
C -0.06 -0.02 -0.09
C -0.02 -0.06 -0.09
N 0.04 -0.67 -0.15
C -0.20 0.15 0.12
C -0.05 0.01 -0.02
N 0.24 0.31 -0.14
C -0.01 -0.05 -0.04
C 0.00 -0.05 -0.10
H 0.00 -0.01 0.02
H 0.04 0.01 0.00
H -0.01 0.02 -0.01
H -0.01 0.00 0.03
H 0.00 -0.01 -0.02
H 0.03 0.04 0.06
H -0.09 0.03 0.02
H 0.01 0.01 0.01
H 0.02 0.02 0.00
H -0.02 0.06 0.05
H -0.01 0.00 0.00
H 0.01 -0.01 0.02
H 0.00 -0.01 -0.03
H -0.10 -0.01 0.11
H -0.01 0.00 0.04
H 0.06 0.01 -0.05
H 0.03 -0.01 -0.01
H -0.02 0.10 0.01
H -0.03 -0.01 0.04
H 0.01 0.00 -0.01
H 0.01 0.02 0.03
H -0.08 -0.01 0.02
H 0.03 0.01 -0.01
H -0.01 0.04 0.01
S 0.25 0.15 -0.23
C -0.13 -0.10 0.33
C -0.06 -0.07 0.05
C 0.09 0.06 -0.01
C -0.09 -0.01 0.01
C 0.03 -0.04 -0.02
N -0.14 0.08 -0.13
H -0.02 -0.02 -0.03
H 0.01 0.04 0.00
H 0.03 -0.02 0.03
H -0.02 -0.01 -0.04
N 0.00 0.30 -0.28
C -0.08 -0.04 -0.05
C 0.20 0.10 -0.14
C -0.27 -0.30 0.07
O 0.09 0.15 0.03
O 0.06 -0.06 -0.17
H 0.19 0.06 0.07
H -0.01 0.05 0.01
H 0.05 0.04 0.02
H 0.00 0.00 0.02
H -0.09 0.00 0.02
H 0.02 -0.01 0.01
C -0.02 -0.15 0.42
Si -0.13 0.47 -0.85
C 0.11 0.02 0.39
C 0.08 -0.29 0.24
As 1.15 -0.04 -0.95
Si 0.62 0.94 0.63
C -0.32 -0.21 -0.22
C -0.55 -0.45 -0.14
C -0.25 -0.34 -0.07
Si 0.56 -1.10 -0.05
C -0.25 0.36 0.17
C -0.21 0.42 -0.17
C -0.18 0.50 0.06
H -0.11 0.04 0.03
H 0.00 0.06 -0.02
H -0.10 -0.03 -0.11
H 0.14 0.09 -0.01
H -0.07 -0.04 0.05
H 0.02 0.00 0.04
H 0.01 -0.10 -0.06
H -0.07 -0.06 -0.03
H -0.08 0.05 0.05
H -0.05 0.00 0.02
H 0.06 -0.15 0.07
H -0.01 0.07 -0.13
H 0.08 0.09 0.04
H -0.09 0.05 0.18
H 0.11 -0.02 0.05
H 0.22 0.09 -0.12
H 0.03 -0.02 0.03
H 0.09 -0.10 0.02
H -0.01 -0.14 -0.07
H 0.00 0.00 0.00
H -0.05 -0.05 0.11
H -0.03 0.00 0.02
H -0.04 -0.02 -0.13
H 0.06 -0.03 0.09
H -0.03 -0.05 0.01
H -0.02 0.03 -0.02
H 0.18 0.05 0.06

Computed properties:
* LUMO level (alpha / beta): 0.17 / 0.17 eV
* multiplicity: 5
* orbital gap (alpha / beta): 0.25334 / 0.26396 hartree

Here are the Löwdin charges for atoms 1 to 4, given in e: atom 1 (Cr): 0.3147, atom 2 (C): -0.0973, atom 3 (N): -0.2902, atom 4 (C): -0.1036


- Number 7 is which compound?
  C4H7N3


Please write out number 8 again, unchanged.
C3H4ClI | ωB97M-V/def2-TZVPD

Cartesian coordinates (Å):
C -0.56345 0.75432 -1.18678
C -0.76292 -0.53205 -1.34746
C 0.59447 -0.28950 1.97265
Cl 0.39132 1.71715 -2.30676
I -0.24608 -1.85465 -2.81768
H -0.84618 1.09235 -0.23404
H -0.02870 -0.00958 1.02682
H 0.46575 -1.34895 2.20511
H 0.99579 0.47092 2.68815

Force components x, y, z for each atom (eV/Å):
C 0.64 -1.37 -1.05
C 0.28 -0.09 -1.12
C -1.42 0.62 -1.36
Cl -0.54 -0.11 0.61
I -0.22 0.21 0.43
H -0.33 1.51 0.77
H 1.65 -0.27 2.28
H 0.41 0.46 0.34
H -0.48 -0.97 -0.90

Computed properties:
* LUMO level (alpha / beta): 0.04 / -1.70 eV
* orbital gap (alpha / beta): 0.34536 / 0.26818 hartree

Here are the Löwdin charges for atoms 1 to 4, given in e: atom 1 (C): -0.7472, atom 2 (C): -0.6828, atom 3 (C): 0.0718, atom 4 (Cl): 0.5603